Entry 1:
This record from the Open Molecules 2025 dataset describes a gas-phase ion, C23H41ClFI2NO9P3S (charge +1) in a non-equilibrium geometry. The level of theory is ωB97M-V with the def2-TZVPD basis set.

Values from the calculation:
- HOMO level: -11.4 eV
- Total charge: +1
- Strongest force on any atom: 5.04 eV/A
- Frontier orbital gap: 0.2273 Eh
- Multiplicity: 1
- SMILES: C#CCCC[C@@]1([C@@H](I)[C@H](C)I)[N+]([C@H](Cl)CC)=C(PP(=O)(O)O)[C@@](CCCCS(=O)(=O)O)(OCCCC)[C@]1(F)P(O)O

```
82
Properties=species:S:1:pos:R:3:lowdin_charge:R:1
C 6.2300 -2.6627 -0.1776 0.08
C 5.1644 -2.4600 0.3449 -0.14
C 3.8395 -2.4278 1.1244 -0.22
C 3.1310 -0.9756 1.0752 -0.17
C 1.6264 -0.9834 0.6271 -0.15
C 0.5366 -0.3838 1.6351 -0.29
C 0.5307 -1.1724 3.0061 -0.64
I 0.9105 -3.3499 2.8010 1.02
C 1.2359 -0.5595 4.2780 -0.73
C 2.7279 -0.9422 4.5835 -0.21
I 0.1132 -1.4034 6.0033 0.84
N 0.7287 1.0952 1.4531 0.01
C 1.7586 1.9915 2.0364 -0.54
Cl 1.1068 2.9932 3.4543 0.66
C 2.4194 3.0538 1.0879 -0.26
C 2.9056 2.5892 -0.3326 -0.08
C -0.2045 1.6195 0.6689 -0.30
P -0.8901 3.3224 0.3977 0.98
P -0.1535 4.3580 -1.3659 0.36
O 0.7914 5.4629 -1.0153 -0.31
O -1.5041 5.1324 -2.0153 -0.18
O 0.5363 3.4452 -2.5593 -0.19
C -1.1136 0.4992 -0.0948 -0.38
C -2.5339 0.9509 -0.6603 -0.18
C -3.2208 -0.2643 -1.4279 -0.15
C -4.7834 -0.0785 -1.6762 -0.20
C -5.7046 -1.0786 -0.8684 -0.22
S -5.4237 -2.8464 -1.2154 0.65
O -4.1906 -3.3905 -0.6649 -0.28
O -6.5400 -3.5834 -0.6050 -0.32
O -5.5600 -3.0317 -2.8500 -0.16
O -0.6112 -0.2959 -1.1588 -0.12
C -0.0115 0.3799 -2.2526 -0.21
C 0.3028 -0.7320 -3.3604 -0.16
C 1.5072 -1.6732 -2.9780 -0.24
C 2.0025 -2.3287 -4.3588 -0.12
C -1.0130 -0.4697 1.2012 -0.36
F -1.4502 -1.7778 0.9691 0.01
P -2.2556 0.5033 2.3222 1.00
O -1.5474 0.9609 3.7704 -0.30
O -3.6452 -0.4020 2.5552 -0.22
H 7.0839 -3.1642 -0.6875 0.06
H 3.9329 -2.7764 2.1965 0.08
H 3.1162 -3.1532 0.6495 0.08
H 3.3844 -0.4799 2.0455 0.08
H 3.7529 -0.4249 0.3004 0.11
H 1.3030 -1.9581 0.1514 0.11
H 1.6017 -0.2598 -0.2479 0.08
H -0.5450 -1.2929 3.3417 0.00
H 1.1023 0.5389 4.4364 0.02
H 2.8785 -1.0619 5.6938 0.05
H 3.1316 -1.8630 4.0954 0.04
H 3.3955 -0.0765 4.2852 0.08
H 2.6040 1.4174 2.5167 0.11
H 3.3429 3.4274 1.6317 0.13
H 1.8044 3.9921 0.9417 0.06
H 2.6388 3.3989 -1.0803 0.07
H 2.4674 1.6412 -0.7374 0.04
H 4.0302 2.4887 -0.4301 0.10
H -0.3291 4.1283 1.4536 -0.04
H -1.9845 4.5343 -2.6230 0.07
H 0.1465 3.7634 -3.4056 0.10
H -2.2833 1.7007 -1.4842 0.10
H -3.2044 1.5229 0.0200 0.07
H -2.9822 -1.2362 -0.9125 0.10
H -2.7784 -0.3592 -2.4665 0.12
H -4.9888 -0.0981 -2.7899 0.12
H -5.0580 0.9642 -1.3418 0.11
H -5.6011 -0.7993 0.2184 0.11
H -6.7734 -0.8538 -1.1666 0.12
H -6.5307 -3.0500 -3.0031 0.10
H 0.9813 0.8564 -2.0249 0.10
H -0.6532 1.1410 -2.7886 0.11
H 0.5823 -0.1629 -4.3020 0.12
H -0.6442 -1.2914 -3.5908 0.12
H 2.3975 -1.1417 -2.5392 0.11
H 1.1658 -2.5493 -2.3541 0.11
H 1.1859 -2.9971 -4.7475 0.08
H 2.9122 -2.9724 -4.2186 0.07
H 2.3001 -1.5270 -5.1001 0.08
H -2.2952 1.1117 4.3948 0.09
H -4.3387 -0.1626 1.9124 0.05
```


Entry 2:
This record from the Open Molecules 2025 dataset describes a molecular structure, C23H41FHoP2 in a non-equilibrium geometry. The level of theory is ωB97M-V with the def2-TZVPD basis set.

Values from the calculation:
- HOMO level (spin up / spin down): -9.8 / -9.8 eV
- Total charge: +1
- Strongest force on any atom: 2.70 eV/A
- Frontier orbital gap (spin up / spin down): 0.2533 / 0.2565 Eh
- Multiplicity: 5

```
68
Properties=species:S:1:pos:R:3:mulliken_spin:R:1
Ho -0.7051 -0.7423 2.0056 4.04
C 0.6181 -2.8937 0.8513 -0.01
C 1.6440 -1.9653 1.1996 -0.01
C 0.5553 -2.5801 3.1469 -0.01
C -0.0607 -3.2610 2.0549 0.00
C 1.6370 -1.8018 2.6204 0.00
C 0.4918 -3.5898 -0.4535 0.00
H 0.2155 -2.9177 -1.2747 0.00
H -0.2657 -4.3774 -0.4018 0.00
H 1.4439 -4.0666 -0.7364 0.00
C -1.1550 -4.2542 2.1825 0.00
H -1.2604 -4.8559 1.2742 0.00
H -2.1308 -3.7914 2.3851 0.00
H -0.9509 -4.9356 3.0191 0.00
C 0.0721 -2.6529 4.5498 0.00
H 0.0443 -3.7037 4.8706 0.00
H -0.9512 -2.2545 4.6760 0.00
H 0.7248 -2.0913 5.2261 0.00
C 2.7374 -1.1967 3.4178 0.00
H 3.5779 -1.9069 3.5168 0.00
H 2.4114 -0.9350 4.4356 0.00
H 3.1317 -0.2894 2.9470 0.00
C 2.5999 -1.3239 0.2582 0.00
H 3.6244 -1.7047 0.3862 0.00
H 2.6683 -0.2326 0.4035 0.00
H 2.3144 -1.4819 -0.7896 0.00
C 0.1407 -0.5770 -4.1220 0.00
C 0.9035 0.5173 -4.3117 0.00
C 0.4750 1.9637 -4.3312 0.00
C -0.7340 2.3962 -3.4625 0.00
C -0.4195 2.3024 -1.9627 0.00
C 0.2270 0.9944 -1.5712 -0.01
C -0.6261 -0.2508 -1.7239 0.02
C -1.0228 -0.6817 -3.1601 0.00
H 0.2469 2.2391 -5.3779 0.00
H -1.6331 1.8305 -3.7347 0.00
H 1.3501 2.5616 -4.0346 0.00
H -1.8937 -0.0898 -3.4851 0.00
H 0.3360 -1.5201 -4.6589 0.00
H 1.9684 0.3826 -4.5965 0.00
H -1.3991 -1.7203 -3.1276 0.00
H -0.1422 -1.1017 -1.2118 -0.01
H 1.2474 0.8699 -1.9322 0.00
H -1.5851 -0.1081 -1.2059 -0.01
H -0.9622 3.4504 -3.7026 0.00
H 0.2572 3.1451 -1.7258 0.00
P -1.8054 2.4767 -0.7096 0.00
C -3.2918 1.5354 -1.0254 0.00
C -2.2229 4.2334 -0.8288 0.00
P 0.4852 1.0989 0.6003 0.00
C -1.0838 2.0771 0.8620 0.01
C 1.7526 2.3943 0.2621 0.00
C 0.7448 1.2858 2.6302 -0.01
H -3.2350 0.4754 -0.7566 0.00
H -3.6184 1.6323 -2.0755 0.00
H -4.0651 1.9853 -0.3814 0.00
H -3.3149 4.3453 -0.7704 0.00
H -1.8835 4.6430 -1.7935 0.00
H -1.7553 4.8061 -0.0146 0.00
H 0.2938 2.2439 2.9255 0.00
H 1.8254 1.3636 2.7780 0.00
H 0.3682 0.5063 3.3692 0.00
H -1.8182 1.5515 1.5311 0.00
H -0.8005 3.0126 1.3750 0.00
H 2.6528 2.2250 0.8709 0.00
H 1.3346 3.3767 0.5153 0.00
H 2.0537 2.4014 -0.7940 0.00
F -2.3826 -0.4674 3.0976 0.00
```


Entry 3:
This record from the Open Molecules 2025 dataset describes a molecular structure, C23H41FIrN4O7P. The level of theory is ωB97M-V with the def2-TZVPD basis set.

Values from the calculation:
- HOMO level (spin up / spin down): -16.8 / -17.9 eV
- Total charge: +3
- Strongest force on any atom: 0.25 eV/A
- Frontier orbital gap (spin up / spin down): 0.3072 / 0.2330 Eh
- Multiplicity: 6

```
78
Properties=species:S:1:pos:R:3:mulliken_spin:R:1
Ir -0.0544 0.0037 0.1193 2.74
C -4.5111 1.7600 -2.7332 0.00
N -3.2556 1.9519 -2.0011 0.03
C -2.8666 3.3569 -1.8433 0.00
C -2.4999 0.9795 -1.5569 -0.02
O -1.3957 1.2401 -0.9837 0.18
C -2.9435 -0.4596 -1.7776 0.02
O -2.0182 -1.3875 -1.2418 0.03
C -2.5516 -2.2662 -0.2713 -0.01
C -2.4727 -1.6180 1.1022 0.03
O -1.8235 -0.5307 1.1916 0.13
N -3.0677 -2.1687 2.1250 0.02
C -2.9630 -1.5981 3.4720 0.00
C -3.8505 -3.4057 1.9830 0.00
H -5.3183 2.2455 -2.1870 0.00
H -4.7555 0.7129 -2.8687 0.00
H -4.4206 2.2271 -3.7132 0.00
H -3.7148 3.9044 -1.4364 0.00
H -2.6139 3.7721 -2.8186 0.00
H -2.0169 3.4373 -1.1771 0.00
H -3.0234 -0.6397 -2.8519 0.00
H -3.9346 -0.5940 -1.3378 0.00
H -1.9448 -3.1729 -0.2802 0.00
H -3.5740 -2.5576 -0.5198 0.00
H -2.3761 -0.6874 3.4383 0.00
H -2.4862 -2.3259 4.1267 0.00
H -3.9637 -1.3837 3.8433 0.00
H -3.2302 -4.2213 1.6129 0.00
H -4.7039 -3.2570 1.3226 0.00
H -4.2256 -3.6803 2.9636 0.00
C 2.8300 -2.1987 0.8403 0.04
C 3.1340 -1.5171 -0.4965 -0.01
C 4.0936 -2.3896 -1.3166 0.02
P 1.6207 -1.0287 -1.4279 0.45
C 0.8574 -2.4011 -2.3783 -0.02
C 0.6638 -3.6316 -1.4873 0.00
C 1.5664 -2.7421 -3.6899 0.02
C 2.0079 0.3600 -2.5819 -0.05
C 3.3500 0.2376 -3.3101 0.01
C 1.9425 1.7023 -1.8464 0.06
H 3.7648 -2.3157 1.3888 0.00
H 2.4214 -3.1970 0.6897 0.00
H 2.1377 -1.6378 1.4656 -0.02
H 3.6077 -0.5467 -0.2998 0.02
H 3.6819 -3.3871 -1.4653 0.00
H 5.0132 -2.5057 -0.7417 0.00
H 4.3597 -1.9725 -2.2830 0.00
H -0.1306 -1.9970 -2.6174 0.01
H 1.5977 -4.1737 -1.3432 0.00
H -0.0381 -4.3185 -1.9605 0.00
H 0.2848 -3.3685 -0.4952 0.00
H 2.5771 -3.1156 -3.5352 0.00
H 1.6032 -1.8937 -4.3718 0.00
H 0.9995 -3.5307 -4.1865 0.00
H 1.1959 0.3141 -3.3173 0.02
H 4.1848 0.2953 -2.6112 0.00
H 3.4441 1.0823 -3.9932 0.00
H 3.4444 -0.6714 -3.8988 0.00
H 2.6819 1.7474 -1.0430 0.01
H 0.9564 1.9158 -1.4225 -0.01
H 2.1687 2.5102 -2.5424 0.00
F 3.4181 5.7640 3.8348 0.09
C 2.3663 5.0305 3.8322 0.37
C 2.4943 3.6412 3.7751 0.11
N 1.4152 2.8833 3.7731 0.28
C 1.4737 1.4197 3.7423 -0.02
C 0.9194 0.8364 2.4506 0.02
O 0.5986 -0.3605 2.4288 0.09
O 0.8197 1.5726 1.4084 0.16
C 0.0600 3.4280 3.7756 -0.03
O -0.8556 2.6685 3.7044 0.07
N -0.0148 4.7842 3.8796 -0.02
C 1.0426 5.7001 3.8963 0.01
O 0.9086 6.8808 3.9526 0.13
H 3.4737 3.1768 3.7534 0.01
H 0.8773 1.0295 4.5653 0.01
H 2.5077 1.1065 3.8782 0.01
H -0.9510 5.1768 3.9270 0.00
```